{
  "formula": "C59H49I2N3P3RbSeSi",
  "method": "the ωB97M-V functional and the def2-TZVPD basis",
  "total_charge": -2,
  "homo_ha": [-0.031, -0.077],
  "symbols": ["Rb", "C", "C", "C", "C", "C", "C", "P", "C", "C", "C", "C", "C", "C", "C", "C", "C", "C", "C", "C", "Si", "C", "C", "C", "C", "C", "C", "P", "C", "C", "C", "C", "C", "C", "C", "C", "C", "C", "C", "C", "C", "C", "C", "C", "C", "C", "P", "C", "C", "C", "C", "C", "C", "C", "C", "C", "C", "C", "C", "H", "H", "H", "H", "H", "H", "H", "H", "H", "H", "H", "H", "H", "H", "H", "H", "H", "H", "H", "H", "H", "H", "H", "H", "H", "H", "H", "H", "H", "H", "H", "H", "H", "H", "H", "H", "H", "H", "H", "H", "H", "H", "I", "C", "I", "H", "H", "Se", "N", "C", "C", "N", "C", "C", "N", "H", "H", "H", "H", "H"],
  "coordinates": [[-0.45, -0.13, 0.70], [-7.34, 0.39, -2.43], [-6.86, 0.90, -1.24], [-5.66, 0.46, -0.72], [-4.91, -0.50, -1.40], [-5.40, -1.02, -2.59], [-6.61, -0.58, -3.10], [-3.31, -0.98, -0.64], [-4.04, -1.89, 0.80], [-3.18, -2.24, 1.84], [-3.65, -2.90, 2.96], [-5.00, -3.23, 3.06], [-5.86, -2.91, 2.02], [-5.39, -2.24, 0.90], [-2.73, -2.39, -1.62], [-3.42, -3.60, -1.59], [-2.88, -4.73, -2.17], [-1.61, -4.66, -2.73], [-0.94, -3.45, -2.78], [-1.51, -2.28, -2.28], [-0.62, -0.58, -2.44], [0.38, -0.98, -4.03], [0.11, -1.79, -5.12], [1.10, -2.07, -6.06], [2.37, -1.55, -5.89], [2.66, -0.71, -4.83], [1.66, -0.43, -3.90], [1.65, 0.85, -2.60], [2.14, 0.13, -1.00], [2.32, -1.29, -0.84], [2.82, -1.96, 0.21], [2.81, -0.28, 2.01], [2.36, 0.82, 1.39], [2.19, 1.06, -0.01], [3.38, 1.49, -3.00], [3.53, 2.58, -3.85], [4.79, 3.05, -4.19], [5.92, 2.45, -3.68], [5.78, 1.34, -2.85], [4.53, 0.86, -2.53], [-2.06, 0.47, -3.16], [-2.93, 0.00, -4.14], [-4.03, 0.73, -4.53], [-4.32, 1.94, -3.92], [-3.45, 2.44, -2.97], [-2.31, 1.73, -2.62], [-0.99, 2.49, -1.60], [-1.93, 3.20, -0.20], [-1.50, 4.37, 0.43], [-2.15, 4.85, 1.55], [-3.20, 4.14, 2.10], [-3.62, 2.96, 1.50], [-2.99, 2.50, 0.36], [-0.88, 4.00, -2.66], [0.06, 3.94, -3.68], [0.23, 4.99, -4.57], [-0.57, 6.12, -4.46], [-1.54, 6.18, -3.47], [-1.69, 5.13, -2.57], [-8.27, 0.74, -2.84], [-7.43, 1.65, -0.70], [-5.31, 0.83, 0.23], [-4.83, -1.78, -3.11], [-6.98, -0.99, -4.02], [-2.12, -2.04, 1.76], [-2.96, -3.17, 3.74], [-5.37, -3.75, 3.93], [-6.90, -3.18, 2.08], [-6.08, -2.01, 0.10], [-4.38, -3.66, -1.09], [-3.42, -5.67, -2.15], [-1.14, -5.55, -3.12], [0.05, -3.42, -3.20], [-0.87, -2.23, -5.24], [0.87, -2.69, -6.91], [3.14, -1.77, -6.62], [3.65, -0.29, -4.73], [2.00, -1.90, -1.68], [2.88, -3.04, 0.18], [2.91, -0.31, 3.09], [2.14, 1.67, 2.04], [1.99, 2.10, -0.29], [2.66, 3.06, -4.26], [4.89, 3.90, -4.86], [6.90, 2.82, -3.93], [6.66, 0.84, -2.47], [4.44, -0.03, -1.93], [-2.73, -0.96, -4.59], [-4.69, 0.36, -5.31], [-5.21, 2.49, -4.18], [-3.67, 3.39, -2.50], [-0.65, 4.91, 0.02], [-1.82, 5.77, 2.01], [-3.69, 4.49, 3.00], [-4.43, 2.39, 1.94], [-3.31, 1.58, -0.11], [0.66, 3.05, -3.76], [0.99, 4.94, -5.33], [-0.44, 6.95, -5.14], [-2.18, 7.05, -3.39], [-2.43, 5.22, -1.79], [1.17, 4.51, 3.14], [0.17, 3.23, 4.55], [-1.27, 1.32, 3.96], [-0.52, 3.85, 5.12], [0.91, 2.76, 5.18], [0.26, -3.59, 1.29], [4.94, -3.91, 3.78], [4.86, -2.89, 2.83], [3.65, -2.50, 2.36], [3.48, -1.42, 1.39], [4.80, -0.94, 0.99], [5.95, -1.39, 1.56], [6.06, -2.33, 2.48], [4.14, -4.53, 3.74], [5.83, -4.39, 3.73], [2.74, -3.00, 2.62], [4.77, -0.16, 0.25], [6.88, -0.94, 1.23]],
  "lowdin_charge": [0.314, -0.104, -0.085, -0.109, -0.359, -0.101, -0.100, 1.065, -0.339, -0.119, -0.067, -0.098, -0.098, -0.105, -0.388, -0.092, -0.090, -0.083, -0.114, -0.302, 0.589, -0.302, -0.114, -0.100, -0.104, -0.075, -0.374, 0.966, -0.489, -0.122, -0.093, -0.008, -0.137, -0.204, -0.335, -0.098, -0.102, -0.112, -0.090, -0.100, -0.310, -0.107, -0.108, -0.086, -0.082, -0.388, 1.052, -0.386, -0.147, -0.129, -0.112, -0.121, -0.135, -0.334, -0.106, -0.093, -0.110, -0.094, -0.104, 0.092, 0.099, 0.096, 0.104, 0.100, -0.025, 0.110, 0.093, 0.093, 0.098, 0.100, 0.093, 0.098, 0.097, 0.094, 0.092, 0.090, 0.096, 0.110, 0.093, 0.142, 0.066, 0.101, 0.075, 0.093, 0.090, 0.098, 0.091, 0.100, 0.102, 0.100, 0.102, 0.101, 0.086, 0.099, 0.099, 0.031, 0.037, 0.096, 0.091, 0.096, 0.098, 0.536, -1.011, 0.237, -0.098, -0.095, -0.229, 0.087, -0.433, -0.068, -0.210, -0.061, -0.204, 0.023, 0.080, 0.071, 0.039, 0.096, 0.097]
}

=====

{
  "formula": "C42H75N3O18",
  "method": "the ωB97M-V functional and the def2-TZVPD basis",
  "de_lowest_ev": 3.4151,
  "smiles": "O=[N+]([O-])c1ccccc1.O=[N+]([O-])c1ccccc1.O=[N+]([O-])c1ccccc1.COCCOC.COCCOC.COCCOC.COCCOC.COCCOC.COCCOC",
  "homo_ha": -0.336,
  "symbols": ["O", "N", "O", "C", "C", "C", "C", "C", "C", "H", "H", "H", "H", "H", "O", "N", "O", "C", "C", "C", "C", "C", "C", "H", "H", "H", "H", "H", "O", "N", "O", "C", "C", "C", "C", "C", "C", "H", "H", "H", "H", "H", "C", "O", "C", "C", "O", "C", "H", "H", "H", "H", "H", "H", "H", "H", "H", "H", "C", "O", "C", "C", "O", "C", "H", "H", "H", "H", "H", "H", "H", "H", "H", "H", "C", "O", "C", "C", "O", "C", "H", "H", "H", "H", "H", "H", "H", "H", "H", "H", "C", "O", "C", "C", "O", "C", "H", "H", "H", "H", "H", "H", "H", "H", "H", "H", "C", "O", "C", "C", "O", "C", "H", "H", "H", "H", "H", "H", "H", "H", "H", "H", "C", "O", "C", "C", "O", "C", "H", "H", "H", "H", "H", "H", "H", "H", "H", "H"],
  "coordinates": [[9.21, -3.93, -4.38], [8.40, -4.41, -3.57], [8.14, -5.59, -3.55], [7.71, -3.61, -2.50], [7.90, -2.25, -2.29], [7.21, -1.51, -1.30], [6.33, -2.21, -0.47], [6.16, -3.59, -0.63], [6.88, -4.28, -1.58], [8.44, -1.66, -3.01], [7.25, -0.44, -1.15], [5.91, -1.64, 0.36], [5.44, -4.07, 0.02], [6.85, -5.36, -1.65], [0.87, -3.52, -7.58], [2.01, -4.00, -7.57], [2.86, -3.58, -8.34], [2.32, -5.08, -6.59], [3.51, -5.86, -6.76], [3.87, -6.81, -5.80], [3.09, -7.03, -4.67], [1.87, -6.32, -4.53], [1.48, -5.32, -5.45], [4.07, -5.74, -7.68], [4.78, -7.38, -5.92], [3.16, -7.89, -4.01], [1.19, -6.58, -3.74], [0.56, -4.76, -5.40], [-0.05, 6.23, 3.06], [0.50, 7.29, 3.02], [0.03, 8.43, 2.81], [2.03, 7.24, 3.10], [2.82, 8.41, 2.83], [4.21, 8.45, 2.89], [4.88, 7.24, 3.12], [4.17, 6.04, 3.40], [2.74, 6.05, 3.33], [2.32, 9.34, 2.61], [4.77, 9.36, 2.72], [5.95, 7.31, 3.25], [4.80, 5.23, 3.74], [2.09, 5.22, 3.57], [-5.94, 3.05, 1.89], [-6.84, 3.27, 3.00], [-6.46, 2.49, 4.15], [-5.16, 2.86, 4.90], [-5.17, 4.21, 5.35], [-4.00, 4.67, 6.08], [-4.88, 3.18, 2.12], [-6.15, 3.74, 1.07], [-5.95, 2.04, 1.50], [-6.43, 1.44, 3.88], [-7.30, 2.55, 4.85], [-4.35, 2.78, 4.17], [-4.98, 2.20, 5.75], [-3.88, 4.11, 7.00], [-4.12, 5.72, 6.33], [-3.08, 4.66, 5.49], [-4.69, -3.05, 1.10], [-5.42, -3.87, 2.01], [-6.82, -3.88, 1.56], [-7.48, -4.67, 2.68], [-6.93, -5.93, 3.17], [-6.91, -6.99, 2.28], [-3.61, -3.08, 1.22], [-4.90, -1.98, 1.21], [-4.91, -3.32, 0.06], [-6.94, -4.37, 0.59], [-7.20, -2.87, 1.45], [-8.52, -4.84, 2.40], [-7.59, -3.94, 3.49], [-7.87, -7.49, 2.21], [-6.18, -7.68, 2.72], [-6.58, -6.78, 1.26], [6.03, -0.41, -6.61], [6.55, 0.73, -5.95], [5.58, 1.77, -5.99], [5.55, 2.60, -7.24], [4.95, 1.89, -8.32], [3.50, 1.63, -8.33], [6.87, -1.06, -6.86], [5.53, -0.28, -7.57], [5.31, -0.90, -5.95], [5.85, 2.48, -5.21], [4.59, 1.38, -5.78], [6.56, 2.80, -7.60], [5.13, 3.57, -6.97], [3.02, 2.60, -8.28], [3.33, 0.95, -7.49], [3.24, 1.05, -9.22], [-3.32, -2.76, 6.21], [-4.27, -2.85, 7.21], [-5.51, -3.22, 6.58], [-6.56, -2.98, 7.58], [-6.72, -1.60, 7.89], [-7.79, -1.40, 8.83], [-3.11, -3.63, 5.59], [-2.36, -2.47, 6.62], [-3.61, -1.94, 5.55], [-5.57, -4.25, 6.21], [-5.72, -2.53, 5.77], [-6.38, -3.56, 8.49], [-7.46, -3.31, 7.06], [-7.29, -1.21, 9.78], [-8.53, -2.19, 8.83], [-8.20, -0.43, 8.52], [2.48, 6.86, -2.79], [1.80, 5.64, -2.68], [0.60, 5.80, -1.82], [-0.22, 4.50, -1.70], [-0.88, 4.14, -2.96], [-1.81, 3.10, -2.85], [3.44, 6.73, -3.29], [2.80, 7.14, -1.78], [1.92, 7.67, -3.26], [-0.11, 6.53, -2.21], [0.89, 6.14, -0.83], [-0.96, 4.70, -0.93], [0.42, 3.70, -1.34], [-1.41, 2.20, -2.37], [-2.24, 2.89, -3.83], [-2.70, 3.47, -2.35], [0.11, 0.29, 1.82], [-0.08, -1.18, 1.90], [0.97, -1.98, 1.40], [0.92, -2.09, -0.15], [1.13, -0.85, -0.74], [1.72, -0.92, -2.04], [-0.40, 0.65, 0.93], [1.16, 0.57, 1.83], [-0.35, 0.72, 2.72], [0.96, -2.98, 1.83], [1.93, -1.55, 1.69], [-0.01, -2.52, -0.52], [1.70, -2.80, -0.43], [1.16, -1.61, -2.67], [2.77, -1.18, -2.10], [1.58, 0.09, -2.44]],
  "lowdin_charge": [0.067, -0.328, 0.063, -0.119, -0.006, -0.054, -0.076, -0.068, -0.015, 0.115, 0.105, 0.101, 0.103, 0.112, 0.053, -0.338, 0.064, -0.108, 0.004, -0.073, -0.064, -0.067, 0.003, 0.112, 0.106, 0.103, 0.098, 0.107, 0.091, -0.338, 0.056, -0.104, -0.016, -0.072, -0.073, -0.047, -0.009, 0.105, 0.105, 0.098, 0.097, 0.104, -0.097, -0.170, -0.192, -0.199, -0.192, -0.089, 0.071, 0.086, 0.077, 0.114, 0.122, 0.104, 0.124, 0.081, 0.082, 0.077, -0.119, -0.182, -0.189, -0.180, -0.171, -0.137, 0.082, 0.079, 0.082, 0.113, 0.124, 0.117, 0.117, 0.084, 0.092, 0.085, -0.114, -0.164, -0.225, -0.207, -0.230, -0.043, 0.090, 0.079, 0.085, 0.123, 0.113, 0.131, 0.119, 0.088, 0.068, 0.087, -0.147, -0.152, -0.213, -0.245, -0.184, -0.085, 0.089, 0.086, 0.084, 0.135, 0.124, 0.134, 0.122, 0.085, 0.085, 0.083, -0.142, -0.180, -0.162, -0.168, -0.184, -0.133, 0.085, 0.077, 0.088, 0.122, 0.113, 0.118, 0.118, 0.084, 0.086, 0.080, -0.057, -0.192, -0.206, -0.227, -0.195, -0.090, 0.077, 0.082, 0.079, 0.120, 0.115, 0.125, 0.113, 0.084, 0.083, 0.088]
}